Entry 1:
Computed, not measured: a cluster of 2 separate species, CH6NS in total at a distorted geometry, with ωB97M-V/def2-TZVPD.

Summary:
- ΔE to the lowest compared entry with this formula, charge and spin (kcal/mol) = 22.3
- expectation value of S² = 0.7511
- maximum force (hartree/bohr) = 0.0595

```
! RIJCOSX wB97M-V def2-TZVPD def2/J DEFGRID3
* xyz -2 2
S 2.48919 -0.62155 1.08625
H 3.06156 -1.75254 1.05486
C -0.91254 0.50206 -0.86379
N -0.97270 0.29937 0.61325
H 0.12572 0.05960 -1.38103
H -1.94958 0.29277 -1.27996
H -0.68744 1.52851 -0.99385
H -0.02149 0.41424 0.92765
H -1.13273 -0.72247 0.83663
*
```

Want to see where the charge sits? The natural (NBO) charges in e are: atom 1 (S): -1.070, atom 2 (H): 0.060, atom 3 (C): -1.130, atom 4 (N): -0.891, atom 5 (H): 0.144, atom 6 (H): 0.059, atom 7 (H): 0.146, atom 8 (H): 0.364, atom 9 (H): 0.317


Entry 2:
Computed, not measured: a cluster of 2 separate species, CH6NS in total, with ωB97M-V/def2-TZVPD.

Summary:
- ΔE to the lowest compared entry with this formula, charge and spin (kcal/mol) = 0.9
- expectation value of S² = 0.7527
- maximum force (hartree/bohr) = 0.0142

```
! RIJCOSX wB97M-V def2-TZVPD def2/J DEFGRID3
* xyz 0 2
N -0.16795 -2.70210 -0.34259
H -0.06634 -1.76867 0.04710
H -0.43567 -2.60235 -1.31026
H 0.76760 -3.09787 -0.32546
C 0.01833 2.14087 0.43055
S -0.75005 0.72157 -0.33208
H -0.63810 2.52385 1.20899
H 0.97109 1.84909 0.88212
H 0.30108 2.93560 -0.25837
*
```

Want to see where the charge sits? The natural (NBO) charges in e are: atom 1 (N): -1.067, atom 2 (H): 0.360, atom 3 (H): 0.354, atom 4 (H): 0.351, atom 5 (C): -0.809, atom 6 (S): 0.115, atom 7 (H): 0.244, atom 8 (H): 0.236, atom 9 (H): 0.216


Entry 3:
Computed, not measured: a cluster of 2 separate species, CH6NS in total, with ωB97M-V/def2-TZVPD.

Summary:
- ΔE to the lowest compared entry with this formula, charge and spin (kcal/mol) = 11.7
- maximum force (hartree/bohr) = 0.0185

```
! RIJCOSX wB97M-V def2-TZVPD def2/J DEFGRID3
* xyz 1 1
S 1.38577 1.28583 -0.74578
H 0.54615 2.09663 -1.41878
H 2.37169 2.12280 -1.02044
C -1.32927 -0.78618 0.41650
N -0.11744 -1.03786 0.71980
H -1.96368 -1.62062 0.13909
H -1.69403 0.23424 0.42409
H 0.60574 -0.30368 0.59696
H 0.19508 -1.99116 0.88857
*
```

Want to see where the charge sits? The natural (NBO) charges in e are: atom 1 (S): -0.352, atom 2 (H): 0.184, atom 3 (H): 0.206, atom 4 (C): 0.165, atom 5 (N): -0.582, atom 6 (H): 0.237, atom 7 (H): 0.239, atom 8 (H): 0.457, atom 9 (H): 0.446


Entry 4:
Computed, not measured: a cluster of 3 separate species, CH6O3 in total at a distorted geometry, with ωB97M-V/def2-TZVPD.

Summary:
- ΔE to the lowest compared entry with this formula, charge and spin (kcal/mol) = 7.6
- maximum force (hartree/bohr) = 0.0291
- structure (SMILES) = C=O.O.O

```
! RIJCOSX wB97M-V def2-TZVPD def2/J DEFGRID3
* xyz 0 1
C 0.05737 1.02530 -1.99128
O 0.16506 1.37999 -0.85842
H -0.73925 0.34347 -2.33652
H 0.76481 1.34101 -2.77864
O -3.21314 2.50999 2.87658
H -2.23656 2.56425 2.89297
H -3.49033 1.69666 2.47680
O 2.91169 -3.39085 -0.43570
H 2.83654 -4.36865 -0.32038
H 2.94381 -3.10116 0.47460
*
```

Want to see where the charge sits? The natural (NBO) charges in e are: atom 1 (C): 0.288, atom 2 (O): -0.493, atom 3 (H): 0.102, atom 4 (H): 0.103, atom 5 (O): -0.949, atom 6 (H): 0.477, atom 7 (H): 0.472, atom 8 (O): -0.932, atom 9 (H): 0.466, atom 10 (H): 0.466


Entry 5:
Computed, not measured: a cluster of 3 separate species, CH6O4 in total at a distorted geometry, with ωB97M-V/def2-TZVPD.

Summary:
- ΔE to the lowest compared entry with this formula, charge and spin (kcal/mol) = 26.0
- maximum force (hartree/bohr) = 0.0686
- structure (SMILES) = O=CO.O.O

```
! RIJCOSX wB97M-V def2-TZVPD def2/J DEFGRID3
* xyz 0 1
O 1.44661 -1.78153 1.71045
C 1.05140 -1.46458 0.62666
O -0.26255 -1.19784 0.46586
H 1.45357 -1.48397 -0.41821
H -0.38428 -0.50049 -0.23144
O -0.02831 0.16990 -1.77440
H -0.72005 0.92285 -2.01577
H -0.39225 -0.61339 -2.24534
O -0.93646 2.08287 1.05593
H -0.52656 2.71792 1.59947
H -0.70112 1.14827 1.22681
*
```

Want to see where the charge sits? The natural (NBO) charges in e are: atom 1 (O): -0.543, atom 2 (C): 0.637, atom 3 (O): -0.742, atom 4 (H): 0.105, atom 5 (H): 0.503, atom 6 (O): -0.949, atom 7 (H): 0.505, atom 8 (H): 0.485, atom 9 (O): -0.972, atom 10 (H): 0.480, atom 11 (H): 0.489


Entry 6:
Computed, not measured: a cluster of 2 separate species, CH6OS in total at a distorted geometry, with ωB97M-V/def2-TZVPD.

Summary:
- ΔE to the lowest compared entry with this formula, charge and spin (kcal/mol) = 16.2
- maximum force (hartree/bohr) = 0.0947
- structure (SMILES) = CS.O

```
! RIJCOSX wB97M-V def2-TZVPD def2/J DEFGRID3
* xyz 0 1
C -0.04861 0.89316 -1.46256
S -0.06585 -0.87721 -2.16200
H -0.04850 1.49266 -2.30671
H -0.94731 0.91917 -0.92764
H 0.77040 1.15634 -0.56985
H 0.41589 -1.59109 -1.15994
O 0.07365 -0.37111 2.63485
H -0.52357 -1.09507 2.42798
H 0.37391 -0.52685 3.52586
*
```

Want to see where the charge sits? The natural (NBO) charges in e are: atom 1 (C): -0.679, atom 2 (S): -0.098, atom 3 (H): 0.213, atom 4 (H): 0.207, atom 5 (H): 0.234, atom 6 (H): 0.122, atom 7 (O): -0.939, atom 8 (H): 0.470, atom 9 (H): 0.470


Entry 7:
Computed, not measured: a cluster of 2 separate species, CH6OS in total at a distorted geometry, with ωB97M-V/def2-TZVPD.

Summary:
- ΔE to the lowest compared entry with this formula, charge and spin (kcal/mol) = 14.8
- maximum force (hartree/bohr) = 0.0255
- structure (SMILES) = CS.O

```
! RIJCOSX wB97M-V def2-TZVPD def2/J DEFGRID3
* xyz 0 1
C 0.38551 0.67275 0.37621
S -1.04715 -0.38877 0.83482
H 1.30664 0.35115 0.89070
H 0.24114 1.75158 0.55478
H 0.51234 0.50936 -0.70723
H -1.21102 0.05110 2.10059
O 0.07259 -0.88742 -1.71556
H -0.84283 -0.78967 -1.36810
H 0.58277 -1.27008 -0.96620
*
```

Want to see where the charge sits? The natural (NBO) charges in e are: atom 1 (C): -0.760, atom 2 (S): -0.109, atom 3 (H): 0.209, atom 4 (H): 0.221, atom 5 (H): 0.272, atom 6 (H): 0.140, atom 7 (O): -0.923, atom 8 (H): 0.476, atom 9 (H): 0.473


Entry 8:
Computed, not measured: a cluster of 2 separate species, CH6OS2 in total, with ωB97M-V/def2-TZVPD.

Summary:
- ΔE to the lowest compared entry with this formula, charge and spin (kcal/mol) = 2.5
- maximum force (hartree/bohr) = 0.0184
- structure (SMILES) = CSS.O

```
! RIJCOSX wB97M-V def2-TZVPD def2/J DEFGRID3
* xyz 0 1
C -0.44026 2.66659 0.99183
S 0.35615 1.64159 -0.24233
S -1.19180 1.01124 -1.39600
H -1.38549 3.06398 0.60425
H 0.21132 3.51969 1.19760
H -0.63992 2.16483 1.94539
H -1.51406 -0.19374 -0.88936
O 2.04910 -6.39621 1.60772
H 1.47702 -6.75246 0.91029
H 1.40902 -6.02310 2.23627
*
```

Want to see where the charge sits? The natural (NBO) charges in e are: atom 1 (C): -0.769, atom 2 (S): 0.108, atom 3 (S): -0.139, atom 4 (H): 0.235, atom 5 (H): 0.228, atom 6 (H): 0.217, atom 7 (H): 0.119, atom 8 (O): -0.933, atom 9 (H): 0.467, atom 10 (H): 0.467


Entry 9:
Computed, not measured: a cluster of 2 separate species, CH6OS2 in total at a distorted geometry, with ωB97M-V/def2-TZVPD.

Summary:
- ΔE to the lowest compared entry with this formula, charge and spin (kcal/mol) = 23.2
- maximum force (hartree/bohr) = 0.0624
- structure (SMILES) = CSS.O

```
! RIJCOSX wB97M-V def2-TZVPD def2/J DEFGRID3
* xyz 0 1
C -2.49621 0.09767 -2.08572
S -1.32550 -1.05495 -1.53152
S -0.63539 -0.54670 0.21717
H -2.99723 -0.66699 -2.67060
H -2.02499 0.70554 -2.87252
H -3.27110 0.64693 -1.59221
H 0.18539 0.62748 0.14463
O 5.47092 2.41435 3.94496
H 5.61143 1.46516 4.31478
H 5.08067 2.94742 4.66020
*
```

Want to see where the charge sits? The natural (NBO) charges in e are: atom 1 (C): -0.803, atom 2 (S): 0.154, atom 3 (S): -0.161, atom 4 (H): 0.229, atom 5 (H): 0.220, atom 6 (H): 0.243, atom 7 (H): 0.119, atom 8 (O): -0.948, atom 9 (H): 0.475, atom 10 (H): 0.472


Entry 10:
Computed, not measured: a cluster of 2 separate species, CH6OS2 in total at a distorted geometry, with ωB97M-V/def2-TZVPD.

Summary:
- ΔE to the lowest compared entry with this formula, charge and spin (kcal/mol) = 20.5
- expectation value of S² = 0.7538
- maximum force (hartree/bohr) = 0.0258

```
! RIJCOSX wB97M-V def2-TZVPD def2/J DEFGRID3
* xyz 1 2
C -0.14291 1.58355 0.53853
S 0.61490 0.50004 -0.66156
S -0.98089 -0.34031 -1.59410
H -0.74922 2.31514 -0.00974
H 0.54363 1.93698 1.30612
H -0.93425 1.00649 1.01166
H -0.67220 -1.56459 -1.11486
H 0.94215 -2.01342 2.58906
H 1.10113 -0.75321 3.29964
O 0.60381 -1.57066 3.38038
*
```

Want to see where the charge sits? The natural (NBO) charges in e are: atom 1 (C): -0.815, atom 2 (S): 0.629, atom 3 (S): 0.119, atom 4 (H): 0.289, atom 5 (H): 0.292, atom 6 (H): 0.287, atom 7 (H): 0.198, atom 8 (H): 0.456, atom 9 (H): 0.455, atom 10 (O): -0.910